The following is a quantum chemistry calculation of a molecular structure, C21H30N4O8PdSSi3 at a distorted geometry, from the OMol25 dataset.

```
68
Properties=species:S:1:pos:R:3:mulliken_charge:R:1
Pd 0.04 0.78 -0.68 0.335
O -1.69 4.49 0.50 -0.739
C -0.84 3.60 0.61 -0.045
O -0.36 2.95 -0.38 -0.647
C -0.28 3.33 2.00 0.694
C -0.17 4.42 2.81 -0.091
C 0.32 4.33 4.13 -0.783
C 0.69 3.10 4.63 -0.050
C 0.56 1.95 3.86 -0.651
C 0.05 1.99 2.47 -0.119
O -0.13 0.99 1.76 0.035
N 0.97 0.75 4.52 0.940
O 1.52 0.86 5.62 -0.737
O 0.75 -0.34 4.04 -0.604
N 0.41 5.48 4.94 1.040
O 0.79 5.36 6.11 -0.695
O 0.12 6.57 4.47 -0.688
H -0.48 5.39 2.43 0.564
H 1.06 3.01 5.64 0.635
C 2.68 -0.86 0.95 -0.766
Si 2.17 -1.63 -0.70 0.309
C 2.37 -3.53 -0.50 -1.193
C 3.47 -1.21 -2.03 -1.085
C 0.40 -1.24 -1.20 1.083
Si -0.02 -1.09 -3.02 0.657
C -1.90 -1.02 -3.41 -1.159
C 0.60 -2.62 -4.00 -1.110
C 0.66 0.42 -3.95 -1.172
Si -0.89 -2.13 -0.16 -0.367
C -0.54 -2.59 1.63 -0.794
C -1.41 -3.78 -0.98 -1.161
C -2.35 -0.92 -0.14 0.668
C -3.66 -1.20 0.19 -0.698
C -4.62 -0.20 0.16 -0.306
C -4.22 1.08 -0.21 -1.010
C -2.89 1.30 -0.52 -0.860
N -1.98 0.33 -0.48 0.776
H 3.76 -0.89 1.10 0.531
H 2.20 -1.36 1.79 0.260
H 2.36 0.17 0.98 -0.043
H 3.41 -3.77 -0.26 0.360
H 2.10 -4.06 -1.41 0.249
H 1.75 -3.90 0.32 0.257
H 4.47 -1.45 -1.67 0.372
H 3.43 -0.15 -2.27 0.271
H 3.30 -1.78 -2.95 0.248
H -2.47 -1.77 -2.86 0.238
H -2.06 -1.19 -4.48 0.448
H -2.30 -0.04 -3.16 0.187
H 0.17 -3.54 -3.60 0.281
H 1.69 -2.71 -3.93 0.270
H 0.33 -2.55 -5.05 0.348
H 0.21 1.33 -3.55 0.238
H 0.44 0.36 -5.02 0.403
H 1.74 0.50 -3.82 0.284
H 0.16 -3.43 1.70 0.318
H -1.47 -2.88 2.13 0.364
H -0.13 -1.74 2.17 -0.039
H -0.57 -4.47 -0.95 0.272
H -1.71 -3.65 -2.02 0.280
H -2.24 -4.25 -0.44 0.325
H -3.93 -2.21 0.47 0.361
H -5.65 -0.40 0.43 0.391
H -4.93 1.90 -0.24 0.435
H -2.54 2.29 -0.79 0.720
O 3.23 3.38 -1.67 -0.621
S 2.23 2.76 -0.78 0.342
N 1.81 1.39 -1.24 -0.554
```

Values from the calculation:
frontier orbital gap	0.244	Eh
net charge	-2
energy above the lowest of the compared OMol25 structures with the same formula, charge and spin	0.000	eV
HOMO level	-2.40	eV